Here is a structure of composition C3H9N3OS at a distorted geometry from the OMol25 dataset. Energies are from ωB97M-V with the def2-TZVPD basis set.

Properties
DFT total energy = -20601.3071 eV
lowest unoccupied orbital energy = 0.0101 Ha
HOMO level = -8.1 eV
multiplicity = 1
gap between HOMO and LUMO = 8.39 eV

Last column: Mulliken charge in e.
CARTESIAN COORDINATES (ANGSTROEM)
C  -2.7717  -1.1160  0.4368  -0.651
C  0.4528  -0.2508  -0.1126  0.472
C  1.2712  2.0224  -0.0617  -0.585
H  -3.5990  -0.5648  0.9558  0.326
H  -2.1062  -1.2418  1.5219  0.213
H  -3.0408  -2.0162  -0.1336  0.229
H  -1.9885  1.1064  0.0002  0.266
H  1.2743  -1.8423  -1.0352  0.340
H  3.9486  -0.9109  -0.6604  0.116
H  2.3586  1.5777  -0.9461  0.241
H  0.2776  2.6347  -0.9007  0.217
H  1.4967  2.6959  1.1652  0.235
N  -1.9933  -0.1319  -0.3175  -0.396
N  -0.6721  -0.7024  -0.3829  -0.319
N  1.5842  -0.9478  -0.5263  -0.229
O  0.6598  0.8483  0.6187  -0.278
S  2.8479  -1.1604  0.3784  -0.196